Record 1
Molecular formula: C19H23ClNOS
Method: DFT, wB97M-V/def2-TZVPD

The maximum force is 0.9 eV/A. Its structure (SMILES) is Clc1ccc(SCCOCC[N@@H+]2CCc3ccccc3C2)cc1. The LUMO energy is -2.179 eV. Its total energy is -1725.97071 hartree. As for the charge: +1. Its multiplicity is 1. For the gap between HOMO and LUMO, the calculation gives 9.26 eV.

Geometry as XYZ:
```
46
Properties=species:S:1:pos:R:3:forces:R:3
Cl -5.84958 -0.27047 -0.59440 -0.10 0.01 -0.03
C -4.24489 -0.38626 0.02071 0.25 0.02 0.09
C -3.41582 -1.41464 -0.41152 -0.14 0.03 -0.05
C -2.12342 -1.50237 0.07050 -0.11 0.09 0.08
C -1.67406 -0.57709 1.00426 0.39 -0.05 0.15
S -0.00210 -0.63603 1.62051 -0.24 -0.15 0.44
C 0.16562 -2.40154 2.10584 0.14 0.37 -0.22
C 1.40685 -2.98855 1.44742 -0.10 0.05 0.23
O 1.35392 -2.68595 0.06430 0.00 -0.14 -0.25
C 2.57038 -2.35483 -0.56290 0.05 0.11 -0.09
C 2.21073 -1.43064 -1.72763 0.34 -0.78 0.12
N 1.38923 -0.29703 -1.24761 -0.17 -0.20 0.20
C 0.53457 0.27602 -2.30949 -0.67 0.36 -0.47
C -0.51801 1.20048 -1.71176 0.03 -0.02 0.05
C 0.02758 2.08038 -0.61955 0.07 -0.01 -0.04
C -0.76905 3.08916 -0.09158 0.09 0.02 0.06
C -0.30142 3.89723 0.92662 -0.09 0.00 -0.05
C 0.97375 3.70262 1.43326 0.11 -0.04 0.02
C 1.76832 2.69436 0.92328 -0.01 -0.01 -0.05
C 1.30052 1.87938 -0.10039 -0.13 0.02 -0.10
C 2.18982 0.78798 -0.64178 0.34 0.57 0.36
C -2.49924 0.45203 1.43335 0.11 -0.15 -0.06
C -3.78601 0.55032 0.93853 -0.17 -0.04 -0.17
H -3.77983 -2.13563 -1.12562 -0.08 -0.06 -0.08
H -1.47206 -2.29187 -0.27748 0.05 -0.08 -0.03
H -0.73725 -2.91358 1.78463 0.00 -0.06 0.06
H 0.25050 -2.44427 3.19006 -0.05 -0.12 -0.01
H 2.30552 -2.54908 1.89591 -0.01 -0.05 -0.05
H 1.43597 -4.07365 1.60035 0.05 0.12 -0.01
H 3.07624 -3.24890 -0.94895 0.01 0.17 -0.01
H 3.24822 -1.85872 0.14411 -0.04 -0.05 -0.05
H 3.10786 -1.06119 -2.22583 -0.09 0.07 -0.01
H 1.61677 -2.00469 -2.44103 -0.01 0.16 0.02
H 0.78348 -0.66672 -0.46417 0.19 0.09 -0.24
H 0.04601 -0.53268 -2.85532 0.16 -0.03 0.08
H 1.18188 0.82138 -3.00060 0.07 -0.12 0.06
H -0.93381 1.82108 -2.50729 0.02 -0.08 -0.05
H -1.34401 0.61076 -1.30519 0.00 -0.02 -0.09
H -1.76164 3.23526 -0.48957 -0.15 0.04 -0.05
H -0.92868 4.67894 1.32480 -0.07 0.09 0.04
H 1.34513 4.33109 2.22670 0.04 0.07 0.09
H 2.75991 2.53540 1.31888 0.14 -0.02 0.10
H 2.79288 0.38151 0.17151 -0.04 -0.12 -0.10
H 2.86514 1.18900 -1.40556 -0.05 -0.22 -0.02
H -2.12957 1.16898 2.14916 0.00 0.07 0.11
H -4.43637 1.34301 1.27051 -0.11 0.08 0.02
```
Forces are in eV/Å.

Here are the Mulliken charges for atoms 1 to 8, given in e: number 1, Cl, carries -0.19; number 2, C, carries 0.32; number 3, C, carries -0.92; number 4, C, carries 0.03; number 5, C, carries 0.04; number 6, S, carries 0.07; number 7, C, carries -0.85; number 8, C, carries -0.49



Record 2
Molecular formula: C5H14
Method: DFT, wB97M-V/def2-TZVPD

The calculation puts the energy relative to the best compared isomer or geometry (same formula, charge and spin) at 175.66 kJ/mol. The maximum force is 5.6 eV/A. Its structure (SMILES) is CCC.CC. The LUMO energy is 1.095 eV. Its total energy is -198.82225 hartree. As for the charge: 0. Its multiplicity is 1. For the gap between HOMO and LUMO, the calculation gives 11.95 eV.

Geometry as XYZ:
```
19
Properties=species:S:1:pos:R:3:forces:R:3
C -2.39472 0.12885 0.59971 -0.65 -1.69 2.87
C -2.52516 -0.53334 -0.76699 -0.50 5.21 -1.88
C -1.28406 -0.15369 -1.55045 2.66 -0.18 1.92
H -1.40592 0.09892 1.06885 0.46 0.02 -0.85
H -2.91045 -0.44167 1.44404 -0.06 0.41 -1.30
H -2.73388 1.13636 0.77653 -0.25 0.48 -0.76
H -2.70723 -1.51680 -0.76625 -0.61 -3.73 0.37
H -3.35179 -0.03140 -1.38157 0.49 -0.82 1.18
H -0.40787 -0.65027 -0.94103 -1.16 1.60 -0.85
H -0.99810 -0.50953 -2.52643 -1.05 -0.23 -0.72
H -1.26608 0.97111 -1.54015 0.66 -1.08 -0.02
C 2.15109 -0.21153 0.54536 -1.49 -0.34 -3.61
C 3.32511 0.65788 0.96286 1.28 -0.06 -2.45
H 1.45160 0.49102 -0.03589 0.53 -1.38 0.90
H 2.34321 -1.13611 -0.25250 0.12 2.55 1.92
H 1.60386 -0.72850 1.30846 -0.32 0.22 0.73
H 4.15387 0.21232 0.37179 -0.03 0.96 0.05
H 3.66063 0.42062 1.91721 0.25 0.11 2.11
H 3.29587 1.79574 0.76643 -0.31 -2.03 0.38
```
Forces are in eV/Å.

Here are the Mulliken charges for atoms 1 to 8, given in e: number 1, C, carries -0.98; number 2, C, carries -0.32; number 3, C, carries -0.84; number 4, H, carries 0.20; number 5, H, carries 0.31; number 6, H, carries 0.34; number 7, H, carries 0.41; number 8, H, carries 0.20



Record 3
Molecular formula: C3H2AgFO2
Method: DFT, wB97M-V/def2-TZVPD

The calculation puts the energy relative to the best compared isomer or geometry (same formula, charge and spin) at 113.51 kJ/mol. The maximum force is 4.2 eV/A. The LUMO energy (alpha / beta) is -6.137 / -6.182 eV. Its total energy is -512.43843 hartree. As for the charge: +1. The expectation value of S² is 0.757. Its multiplicity is 2. For the gap between HOMO and LUMO (alpha / beta), the calculation gives 7.15 / 8.75 eV.

Geometry as XYZ:
```
9
Properties=species:S:1:pos:R:3:forces:R:3
O -0.80647 -0.99543 -0.05477 1.62 -1.08 -0.48
O -0.84855 2.10642 0.91925 -3.40 -1.96 -1.36
C 0.41780 -1.13912 0.21832 -2.58 1.11 -0.04
C 1.27170 -0.00068 0.03934 1.69 -0.94 -0.07
C -1.77783 1.55882 0.50121 3.21 1.97 1.08
H 0.83590 -2.06244 0.64074 -0.33 0.10 0.29
H 2.14030 0.21210 0.66471 -0.19 0.03 -0.20
F 1.34958 0.46374 -1.19066 -0.54 0.77 -0.01
Ag -2.58243 -0.14342 -1.73813 0.52 0.01 0.78
```
Forces are in eV/Å.

Here are the Mulliken charges for atoms 1 to 8, given in e: number 1, O, carries -0.39; number 2, O, carries -0.13; number 3, C, carries 0.23; number 4, C, carries -0.24; number 5, C, carries 0.16; number 6, H, carries 0.34; number 7, H, carries 0.35; number 8, F, carries -0.18



Record 4
Molecular formula: C2HBrNO3
Method: DFT, wB97M-V/def2-TZVPD

The calculation puts the energy relative to the best compared isomer or geometry (same formula, charge and spin) at 78.48 kJ/mol. The maximum force is 1.9 eV/A. The LUMO energy is 3.534 eV. Its total energy is -2931.30459 hartree. As for the charge: -1. Its multiplicity is 1. For the gap between HOMO and LUMO, the calculation gives 8.52 eV.

Geometry as XYZ:
```
8
Properties=species:S:1:pos:R:3:forces:R:3
C 1.26676 1.25761 0.44212 -0.11 -0.21 -0.12
C -0.93897 -0.73347 -0.06915 0.74 -0.41 -1.16
N 0.06759 -0.62262 -0.68378 -1.74 -0.62 0.63
O 2.31601 1.78648 0.30358 1.01 0.33 -0.33
O 0.25542 1.23428 1.06768 -0.93 -0.01 0.62
O 1.16604 0.01464 -0.75802 1.04 0.51 -0.19
Br -2.50317 -2.43311 -0.99717 0.32 0.34 0.23
H -1.62969 -0.50381 0.69475 -0.33 0.07 0.32
```
Forces are in eV/Å.

Mulliken atomic charges, in units of e: number 1, C, carries 0.65; number 2, C, carries 0.03; number 3, N, carries 0.06; number 4, O, carries -0.56; number 5, O, carries -0.54; number 6, O, carries -0.41; number 7, Br, carries -0.63; number 8, H, carries 0.40



Record 5
Molecular formula: C7H9NO
Method: DFT, wB97M-V/def2-TZVPD

The calculation puts the energy relative to the best compared isomer or geometry (same formula, charge and spin) at 207.22 kJ/mol. The maximum force is 6.3 eV/A. The LUMO energy (alpha / beta) is 0.943 / -0.707 eV. Its total energy is -401.87333 hartree. As for the charge: 0. The expectation value of S² is 2.005. Its multiplicity is 3. For the gap between HOMO and LUMO (alpha / beta), the calculation gives 6.65 / 7.38 eV.

Geometry as XYZ:
```
18
Properties=species:S:1:pos:R:3:forces:R:3
C 0.97652 0.75793 -1.19772 1.90 -0.24 1.12
C 2.24760 0.43870 -0.80369 -2.82 0.02 -0.09
C 1.06333 -0.20051 0.95122 -2.65 -0.29 2.43
C 0.09560 0.35445 -0.12789 2.48 -0.25 0.95
C -0.54221 -1.54476 2.02614 -2.57 -2.90 1.95
C -2.10055 0.92749 -1.13682 2.09 0.03 -0.72
C -1.19178 0.46316 -0.02183 -1.06 1.30 -3.16
N 0.59726 -1.58251 1.42723 4.26 3.51 -3.02
O 2.34642 -0.13219 0.46467 0.54 -0.08 -1.50
H 0.66350 1.36924 -2.02003 0.25 -0.23 -0.53
H 3.10362 0.45798 -1.39899 1.48 0.24 -0.35
H 0.95626 0.43195 1.92109 0.40 -0.76 -1.43
H -0.79816 -2.57711 2.28511 -1.55 0.74 0.70
H -2.10553 0.19767 -1.92535 -0.64 -0.96 -0.16
H -1.64012 1.71695 -1.71589 0.03 0.87 0.25
H -3.07203 1.20935 -0.83700 -1.01 0.18 0.35
H -1.72697 0.14269 0.75768 -1.48 -1.27 3.35
H 1.12724 -2.43050 1.35207 0.38 0.11 -0.14
```
Forces are in eV/Å.

Here are the Mulliken charges for atoms 1 to 8, given in e: number 1, C, carries -0.65; number 2, C, carries -0.51; number 3, C, carries 0.01; number 4, C, carries 0.49; number 5, C, carries -0.52; number 6, C, carries -1.38; number 7, C, carries 0.05; number 8, N, carries -0.12